Here is a cluster of 2 separate species, C26H29N2O8 in total at a distorted geometry from OMol25. Energies are from wB97M-V/def2-TZVPD.

The calculation puts the HOMO-LUMO gap at 3.147 eV. Its molar mass is 497.5 g mol⁻¹. As for the LUMO energy: 0.6 eV. The calculation puts the energy at -1719.52243 Eh. Its total charge is -1.

Each line ends with the Löwdin charge.
Atoms and positions in Å:
C 3.41 4.58 2.03  -0.0745
C 3.44 3.81 3.34  -0.2682
O 3.07 2.46 3.18  -0.0267
C 2.54 1.94 4.33  -0.4625
C 2.42 0.49 4.40  -0.3278
C 1.97 -0.12 5.67  -0.0788
N 2.88 -0.21 3.39  0.0593
C 3.11 -1.51 3.34  -0.1746
C 3.79 -2.07 2.23  -0.2416
C 4.28 -3.39 2.21  -0.0701
C 5.01 -3.84 1.14  -0.1337
C 5.25 -3.01 0.06  -0.1480
C 4.76 -1.72 0.05  -0.1205
C 4.05 -1.25 1.12  -0.0557
O 2.20 2.63 5.29  0.0062
H 3.98 5.51 2.08  0.0679
H 3.83 3.96 1.23  0.0578
H 2.39 4.83 1.74  0.0708
H 4.45 3.80 3.78  0.1233
H 2.77 4.26 4.09  0.1080
H 1.41 0.60 6.27  0.0656
H 1.32 -0.98 5.47  0.0619
H 2.82 -0.46 6.26  0.0723
H 2.91 -2.12 4.20  0.0789
H 4.10 -4.02 3.06  0.0938
H 5.39 -4.85 1.14  0.0862
H 5.82 -3.38 -0.78  0.0775
H 4.95 -1.08 -0.80  0.0761
H 3.68 -0.23 1.13  0.0897
C 4.27 1.96 -1.78  -0.0539
C 2.95 2.63 -2.13  -0.2519
O 1.84 1.85 -1.79  0.0083
C 0.70 2.52 -2.12  -0.4089
C -0.57 1.86 -1.76  -0.0145
C -0.55 0.77 -0.96  0.0898
C -1.70 -0.06 -0.62  -0.1712
C -2.72 -0.30 -1.54  -0.0056
C -3.78 -1.10 -1.22  0.0139
C -3.86 -1.68 0.03  -0.1469
N -5.00 -2.53 0.36  -0.3251
O -5.07 -3.01 1.50  0.0642
O -5.85 -2.74 -0.51  0.0547
C -2.86 -1.45 0.96  0.0155
C -1.79 -0.66 0.63  0.0165
C -1.85 2.42 -2.23  -0.4373
O -2.79 2.53 -1.46  0.1138
O -1.93 2.78 -3.54  0.0258
C -3.19 3.36 -3.77  -0.2616
C -3.34 3.85 -5.18  -0.0604
O 0.70 3.61 -2.66  0.1164
H 5.13 2.57 -2.05  0.0790
H 4.32 1.76 -0.71  0.0728
H 4.36 1.00 -2.30  0.0720
H 2.83 3.59 -1.60  0.1269
H 2.88 2.85 -3.20  0.1273
H 0.41 0.47 -0.57  0.1400
H -2.68 0.17 -2.51  0.1196
H -4.56 -1.30 -1.93  0.1192
H -2.93 -1.92 1.92  0.1228
H -1.02 -0.47 1.36  0.1299
H -3.94 2.59 -3.51  0.1294
H -3.29 4.17 -3.03  0.1355
H -4.29 4.36 -5.34  0.0776
H -2.54 4.55 -5.42  0.0789
H -3.26 3.03 -5.89  0.0751



Here is a cluster of 2 separate species, C26H29N2O8 in total at a distorted geometry from OMol25. Energies are from wB97M-V/def2-TZVPD.

The calculation puts the HOMO-LUMO gap at 3.609 eV. Its molar mass is 497.5 g mol⁻¹. As for the LUMO energy: 0.7 eV. The calculation puts the energy at -1719.48789 Eh. Its total charge is -1.

Each line ends with the Löwdin charge.
Atoms and positions in Å:
C -3.31 2.29 4.01  -0.0735
C -3.96 2.70 2.71  -0.2134
O -3.26 1.97 1.67  -0.0329
C -3.80 2.17 0.46  -0.4885
C -3.42 1.17 -0.60  -0.3588
C -3.72 1.54 -2.00  -0.0835
N -3.39 -0.06 -0.15  0.0493
C -3.63 -1.20 -0.73  -0.1710
C -3.60 -2.42 0.02  -0.2269
C -4.01 -3.64 -0.57  -0.0726
C -3.78 -4.84 0.09  -0.1247
C -3.18 -4.81 1.36  -0.1371
C -2.86 -3.60 2.00  -0.1073
C -3.06 -2.40 1.32  -0.0436
O -4.64 3.01 0.22  0.0505
H -3.67 2.94 4.81  0.0695
H -3.57 1.26 4.29  0.0774
H -2.22 2.38 4.01  0.0683
H -5.02 2.38 2.67  0.1291
H -3.87 3.78 2.52  0.1244
H -3.64 2.63 -2.12  0.0795
H -3.02 1.04 -2.67  0.0459
H -4.74 1.25 -2.27  0.0801
H -3.92 -1.27 -1.80  0.0978
H -4.43 -3.62 -1.58  0.0977
H -4.04 -5.78 -0.39  0.0896
H -2.95 -5.75 1.85  0.0774
H -2.45 -3.60 3.01  0.0739
H -2.72 -1.45 1.73  0.0865
C -1.29 -1.42 4.34  -0.0729
C -0.30 -0.30 4.21  -0.2161
O -0.42 0.24 2.88  0.0063
C 0.32 1.37 2.75  -0.4404
C 0.59 1.63 1.32  -0.0201
C -0.23 1.21 0.30  0.0880
C 0.41 0.74 -0.90  -0.1404
C 1.76 0.27 -0.82  0.0037
C 2.51 0.05 -1.96  0.0203
C 1.90 0.28 -3.20  -0.1650
N 2.77 0.66 -4.25  -0.3258
O 2.30 0.96 -5.37  0.0481
O 3.99 0.73 -3.97  0.0270
C 0.51 0.52 -3.32  0.0299
C -0.22 0.74 -2.17  0.0269
C 1.93 2.29 1.09  -0.4546
O 2.16 3.21 0.34  0.1326
O 2.84 1.70 1.90  -0.0400
C 4.06 2.43 2.21  -0.2084
C 4.77 1.62 3.26  -0.0781
O 0.71 2.05 3.67  0.0989
H -1.52 -1.60 5.40  0.0803
H -2.24 -1.20 3.83  0.0701
H -0.89 -2.35 3.93  0.0708
H -0.51 0.51 4.92  0.1152
H 0.74 -0.63 4.34  0.1352
H -1.31 1.26 0.41  0.1011
H 2.22 0.08 0.15  0.1238
H 3.58 -0.17 -1.94  0.1219
H 0.07 0.59 -4.31  0.1207
H -1.29 0.93 -2.19  0.0831
H 4.68 2.51 1.31  0.1264
H 3.79 3.43 2.59  0.1337
H 5.73 2.09 3.47  0.0739
H 4.19 1.59 4.18  0.0803
H 4.95 0.60 2.91  0.0804



Here is an isolated molecule of C26H29N3O4 from OMol25. Energies are from wB97M-V/def2-TZVPD.

The calculation puts the HOMO-LUMO gap at 8.884 eV. As for the SMILES: COc1cccc(CN2CCC(Oc3ccc(C(=O)NCc4ccccn4)cc3)CC2)c1O. Its molar mass is 447.5 g mol⁻¹. As for the LUMO energy: 0.7 eV. The calculation puts the energy at -1473.40279 Eh.

Each line ends with the Löwdin charge.
Atoms and positions in Å:
C -7.83 3.63 0.21  -0.0831
O -6.97 2.64 0.72  -0.0993
C -6.74 1.52 -0.04  -0.2001
C -7.29 1.27 -1.29  -0.0265
C -6.97 0.09 -1.95  -0.0833
C -6.12 -0.83 -1.38  -0.0403
C -5.57 -0.60 -0.12  -0.1563
C -4.64 -1.60 0.50  -0.1363
N -3.49 -1.85 -0.36  -0.1578
C -2.66 -2.95 0.07  -0.1784
C -1.83 -2.65 1.32  -0.1022
C -0.97 -1.40 1.10  -0.3172
O 0.01 -1.75 0.14  -0.0172
C 1.12 -0.99 -0.03  -0.2525
C 1.48 0.12 0.74  -0.0035
C 2.65 0.79 0.47  -0.0060
C 3.51 0.37 -0.54  -0.1454
C 4.76 1.15 -0.76  -0.4581
O 4.86 2.33 -0.44  0.0549
N 5.77 0.48 -1.36  0.0757
C 7.07 1.08 -1.58  -0.1183
C 8.03 0.73 -0.48  -0.2726
C 7.86 1.25 0.80  -0.0121
C 8.76 0.88 1.79  -0.0650
C 9.78 0.01 1.47  -0.0713
C 9.86 -0.46 0.17  -0.1502
N 9.01 -0.11 -0.78  0.1007
C 3.15 -0.73 -1.32  -0.0277
C 1.97 -1.40 -1.06  0.0069
C -1.84 -0.24 0.62  -0.0960
C -2.67 -0.67 -0.60  -0.1588
C -5.87 0.58 0.54  -0.1950
O -5.33 0.85 1.77  0.0699
H -7.45 4.05 -0.72  0.0981
H -8.84 3.23 0.05  0.0981
H -7.87 4.41 0.97  0.0946
H -7.95 1.98 -1.75  0.1031
H -7.39 -0.10 -2.93  0.1014
H -5.86 -1.74 -1.89  0.1158
H -4.37 -1.26 1.51  0.1125
H -5.17 -2.56 0.60  0.1339
H -3.30 -3.82 0.25  0.1193
H -1.98 -3.18 -0.75  0.1226
H -2.48 -2.48 2.18  0.1163
H -1.18 -3.50 1.55  0.1201
H -0.47 -1.14 2.05  0.1443
H 0.85 0.47 1.54  0.1078
H 2.93 1.65 1.05  0.1203
H 5.71 -0.52 -1.45  0.1342
H 7.47 0.74 -2.54  0.1207
H 6.91 2.16 -1.61  0.1260
H 7.05 1.93 1.00  0.1096
H 8.66 1.27 2.80  0.1055
H 10.50 -0.31 2.21  0.0980
H 10.65 -1.14 -0.14  0.1025
H 3.76 -1.05 -2.14  0.1110
H 1.67 -2.25 -1.66  0.1192
H -2.51 0.07 1.43  0.1162
H -1.22 0.61 0.34  0.1137
H -3.32 0.14 -0.92  0.1226
H -1.99 -0.91 -1.42  0.1282
H -5.68 1.71 2.05  0.1071



Here is a structure of composition C26H29N4PSW at a distorted geometry from OMol25. Energies are from wB97M-V/def2-TZVPD.

The calculation puts the HOMO-LUMO gap (spin up / spin down) at 5.593 / 5.592 eV. Its molar mass is 644.4 g mol⁻¹. As for the LUMO energy (spin up / spin down): -14.4 / -14.4 eV. The calculation puts the energy at -2032.31100 Eh. Its total charge is +4.

Each line ends with the Löwdin charge.
Atoms and positions in Å:
W -0.05 0.23 -0.20  1.2805
C 0.36 1.45 1.82  -0.0956
C -0.44 2.28 1.01  -0.0837
C -0.01 2.64 -0.28  -0.0826
C 1.26 2.19 -0.75  -0.0893
C 2.06 1.37 0.05  -0.1061
C 1.60 0.97 1.33  -0.1336
H 0.11 1.29 2.87  0.1557
H -1.32 2.75 1.43  0.1611
H -0.56 3.38 -0.84  0.1537
H 1.65 2.59 -1.68  0.1507
H 3.08 1.16 -0.25  0.1422
H 2.27 0.46 2.01  0.1395
N -2.59 -1.10 -1.70  -0.0590
P -0.94 -1.36 -1.82  0.9521
C -0.76 -2.77 -2.90  -0.3539
C -0.28 -3.99 -2.40  -0.0778
C -0.33 -5.11 -3.22  -0.0177
C -0.85 -5.00 -4.51  0.0117
C -1.32 -3.78 -4.99  -0.0149
C -1.28 -2.65 -4.20  -0.0695
C -0.32 0.24 -2.57  -0.4610
C 0.93 0.17 -3.25  -0.0779
C 1.24 1.09 -4.22  -0.0096
C 0.33 2.10 -4.54  0.0511
C -0.90 2.20 -3.88  -0.0035
C -1.23 1.28 -2.92  -0.0662
C -3.09 -0.56 -0.54  -0.3408
C -4.46 -0.48 -0.29  0.0476
C -4.89 -0.08 0.95  0.0478
C -3.94 0.19 1.94  0.0100
C -2.62 0.15 1.62  -0.1025
N -2.16 -0.17 0.37  -0.0610
H -3.24 -1.63 -2.28  0.1526
H 0.11 -4.07 -1.40  0.0785
H 0.02 -6.06 -2.85  0.1336
H -0.88 -5.88 -5.14  0.1398
H -1.72 -3.71 -6.00  0.1363
H -1.63 -1.70 -4.58  0.1210
H 1.59 -0.66 -3.05  0.1220
H 2.18 1.01 -4.75  0.1403
H 0.57 2.81 -5.33  0.1486
H -1.60 2.97 -4.16  0.1416
H -2.21 1.32 -2.46  0.1200
H -5.16 -0.75 -1.07  0.1458
H -5.95 -0.02 1.17  0.1509
H -4.24 0.44 2.95  0.1426
H -1.88 0.34 2.38  0.1061
C 4.03 -3.42 2.75  0.0120
N 2.92 -2.68 2.12  0.0167
C 2.88 -2.03 0.99  -0.6653
S 1.24 -1.94 0.25  0.7274
N 3.91 -1.57 0.31  0.0080
C 5.32 -1.47 0.73  0.0007
H 3.67 -4.42 3.01  0.1181
H 4.35 -2.93 3.66  0.1168
H 4.87 -3.54 2.07  0.0911
H 2.03 -2.84 2.57  0.1418
H 3.75 -1.37 -0.67  0.1365
H 5.91 -2.27 0.29  0.1172
H 5.41 -1.49 1.81  0.0950
H 5.72 -0.52 0.36  0.1068



Here is a structure of composition C26H30CdN4O2S5Te4 at a distorted geometry from OMol25. Energies are from wB97M-V/def2-TZVPD.

The calculation puts the HOMO-LUMO gap at 5.000 eV. Its molar mass is 1213.7 g mol⁻¹. As for the LUMO energy: 3.7 eV. The calculation puts the energy at -4609.14309 Eh. Its total charge is -2.

Each line ends with the Löwdin charge.
Atoms and positions in Å:
Cd 1.60 2.64 0.76  0.7699
C -0.83 0.80 3.60  -0.5632
C -2.10 1.66 3.37  -0.5447
S -1.84 2.99 2.20  0.7574
C -1.51 4.32 3.35  -0.5685
C -0.34 4.25 4.35  -0.4569
S 1.30 3.69 3.63  0.6941
C 1.91 2.76 5.00  -0.6024
C 1.53 1.31 5.09  -0.5117
S -0.24 0.89 5.27  0.8526
H -0.13 1.22 2.89  -0.0114
H -1.06 -0.23 3.26  0.0645
H -2.67 1.93 4.26  0.0752
H -2.82 1.09 2.80  0.0348
H -2.44 4.51 3.90  0.0711
H -1.27 5.13 2.68  -0.0091
H -0.54 3.39 5.06  0.0324
H -0.12 5.11 4.90  0.0388
H 1.73 3.36 5.91  0.0809
H 2.95 2.75 4.81  0.0270
H 2.08 0.81 5.89  0.0756
H 1.76 0.89 4.10  0.0459
Te 0.30 3.68 -2.22  -0.2105
Te 0.38 5.11 0.09  -0.1932
Te -2.29 1.89 -4.19  -0.3604
Te -2.47 3.34 -1.94  -0.2137
S 1.01 0.29 0.30  0.4485
C 2.29 -0.33 1.37  -0.7720
C 2.18 -1.75 1.50  -0.3419
N 2.11 -2.91 1.61  0.1602
C 3.39 0.28 1.90  -0.8182
S 3.60 1.98 1.96  0.4582
C 4.33 -0.55 2.51  -0.3237
N 5.09 -1.29 2.93  0.1615
C -2.82 -2.50 -4.59  -0.0468
C -2.81 -2.17 -3.13  -0.2604
C -2.00 -2.87 -2.22  -0.0115
C -2.11 -2.74 -0.83  -0.2204
C -1.32 -3.67 0.08  -0.0373
C -3.06 -1.87 -0.28  -0.0770
C -3.04 -1.70 1.26  -0.2117
O -3.97 -1.38 1.92  0.0373
C -3.86 -1.11 -1.17  -0.1975
C -4.83 -0.02 -0.77  -0.0421
C -3.64 -1.23 -2.52  -0.0758
H -3.12 -1.63 -5.18  0.0664
H -3.56 -3.36 -4.77  0.1123
H -1.87 -2.73 -4.89  0.0328
H -1.35 -3.66 -2.53  0.1017
H -0.35 -3.31 0.26  0.0424
H -1.23 -4.66 -0.50  0.1063
H -1.83 -3.75 1.01  0.0460
H -2.13 -1.92 1.91  0.1253
H -4.58 0.94 -1.18  0.0323
H -4.93 0.06 0.32  0.0623
H -5.86 -0.24 -1.07  0.0818
H -4.26 -0.56 -3.17  0.0966
N 2.63 -1.90 -1.70  0.1803
C 3.72 -2.11 -2.53  -0.4605
O 4.63 -2.87 -2.23  0.0457
C 3.64 -1.48 -3.92  -0.1075
C 2.41 -1.09 -4.50  -0.0117
C 2.45 -0.51 -5.74  -0.1543
N 3.58 -0.18 -6.35  0.0469
C 4.71 -0.65 -5.84  -0.1744
C 4.83 -1.35 -4.66  -0.0094
H 2.83 -2.22 -0.76  0.0616
H 1.94 -1.19 -1.79  0.0250
H 1.53 -1.21 -3.92  0.0982
H 1.43 -0.16 -6.22  0.1443
H 5.57 -0.40 -6.43  0.0899
H 5.81 -1.62 -4.27  0.1154



Here is a structure of composition C26H30ClNRuS at a distorted geometry from OMol25. Energies are from wB97M-V/def2-TZVPD.

The calculation puts the HOMO-LUMO gap (spin up / spin down) at 5.676 / 5.797 eV. As for the spin multiplicity: 5. Its molar mass is 525.1 g mol⁻¹. As for the LUMO energy (spin up / spin down): -7.7 / -8.6 eV. The calculation puts the energy at -2015.99714 Eh. Its total charge is +2. Its expectation value of S² is 6.043.

Each line ends with the Löwdin charge.
Atoms and positions in Å:
C -2.76 6.41 0.34  -0.9468
C -3.93 6.24 1.31  -0.1179
C -1.83 7.53 0.81  -0.1182
C -3.28 6.71 -1.07  -0.1173
Cl -1.81 4.86 0.29  0.5468
H -2.38 8.48 0.85  0.0931
H -0.98 7.66 0.13  0.0800
H -1.44 7.32 1.81  0.0796
H -4.51 7.16 1.35  0.0932
H -3.57 6.01 2.32  0.0794
H -4.59 5.43 0.99  0.0799
H -3.85 7.64 -1.07  0.0933
H -3.93 5.91 -1.43  0.0799
H -2.45 6.83 -1.78  0.0798
C 1.52 -0.57 2.11  -0.2486
C 2.19 0.72 1.91  -0.2018
C 1.20 1.75 2.15  -0.0503
H 3.27 0.83 1.83  0.1248
C -0.05 1.14 2.43  -0.0286
C 0.12 -0.28 2.41  -0.0818
H -0.64 -1.02 2.62  0.1231
H 2.05 -1.52 2.20  0.1133
H 1.41 2.82 2.11  0.1328
H -0.98 1.65 2.61  0.1274
C 0.86 0.07 -2.29  -0.1383
C 2.10 -0.28 -1.62  -0.2849
C 2.64 0.96 -1.07  -0.1962
H 2.70 -1.19 -1.73  0.1028
C 1.75 2.02 -1.45  -0.0633
C 0.66 1.47 -2.17  -0.0296
H -0.19 2.01 -2.57  0.1328
H 0.22 -0.62 -2.84  0.0982
H 3.65 1.04 -0.66  0.1317
H 1.91 3.08 -1.22  0.1318
Ru 1.15 0.07 0.18  1.3933
N 0.20 -1.63 -0.03  -0.3717
S 0.49 -2.79 -1.24  1.1635
C 1.94 -3.58 -0.51  -0.4077
C 2.01 -3.95 0.83  -0.1193
C 3.17 -4.54 1.34  -0.0327
C 4.28 -4.74 0.50  -0.0256
C 4.21 -4.36 -0.84  -0.0386
C 3.05 -3.78 -1.35  -0.0800
C -0.85 -3.96 -0.99  -0.3899
C -2.12 -3.59 -1.50  -0.0760
C -3.16 -4.51 -1.44  -0.0433
C -2.97 -5.77 -0.87  -0.0258
C -1.72 -6.12 -0.35  -0.0332
C -0.66 -5.22 -0.42  -0.0666
H -0.25 -2.08 0.78  0.0370
H 1.14 -3.82 1.48  0.1186
H 3.22 -4.84 2.38  0.1249
H 5.19 -5.20 0.89  0.1272
H 5.06 -4.51 -1.50  0.1298
H 2.97 -3.47 -2.39  0.1199
H -2.24 -2.61 -1.95  0.1144
H -4.14 -4.24 -1.85  0.1259
H -3.80 -6.48 -0.82  0.1258
H -1.56 -7.09 0.11  0.1251
H 0.33 -5.50 -0.05  0.1048



Here is a structure of composition C26H30CuN3O3Te from OMol25. Energies are from wB97M-V/def2-TZVPD.

The calculation puts the HOMO-LUMO gap (spin up / spin down) at 7.264 / 7.365 eV. As for the spin multiplicity: 2. Its molar mass is 623.7 g mol⁻¹. As for the LUMO energy (spin up / spin down): 2.4 / 2.4 eV. The calculation puts the energy at -3307.32862 Eh. Its total charge is -1. Its expectation value of S² is 0.759.

Each line ends with the Löwdin charge.
Atoms and positions in Å:
Cu 3.04 -2.32 -0.87  0.4282
N 4.52 -1.96 -2.27  -0.0142
N 5.69 -1.73 -1.52  -0.0110
C 5.72 -2.33 -0.22  -0.7318
O 6.82 -2.46 0.29  -0.0031
O 4.57 -2.61 0.29  -0.1181
H 4.60 -2.74 -2.91  0.1081
H 4.16 -1.15 -2.78  0.0721
H 6.56 -1.85 -2.01  0.1177
C -2.61 1.00 6.29  -0.0611
C -1.89 0.47 5.07  -0.2797
C -2.17 -0.78 4.56  -0.0292
C -1.52 -1.28 3.43  -0.3266
C -1.89 -2.65 2.93  -0.1023
C -0.55 -0.49 2.79  -0.4151
Te 0.42 -1.25 1.03  1.4687
N 1.47 -2.10 -1.71  -0.0408
C 1.29 -1.34 -2.76  -0.6400
O 2.20 -0.76 -3.43  -0.0940
C -0.15 -1.09 -3.18  -0.1492
C -1.20 -1.81 -2.63  -0.0536
C -2.51 -1.56 -3.02  -0.1031
C -2.77 -0.57 -3.96  -0.1106
C -1.72 0.16 -4.51  -0.1020
C -0.42 -0.11 -4.12  -0.0349
C -0.02 0.45 -0.15  -0.4130
C 1.02 1.20 -0.72  -0.3086
C 2.48 0.93 -0.51  -0.0758
C 0.69 2.26 -1.57  -0.0142
C -0.62 2.58 -1.87  -0.2769
C -0.96 3.68 -2.84  -0.0513
C -1.63 1.83 -1.28  -0.0241
C -1.36 0.77 -0.43  -0.2954
C -2.51 0.00 0.15  -0.0758
C -0.23 0.77 3.32  -0.2906
C 0.83 1.66 2.73  -0.0646
C -0.92 1.23 4.44  -0.0255
H -3.36 0.29 6.64  0.0678
H -3.12 1.94 6.07  0.0758
H -1.92 1.19 7.11  0.0764
H -2.93 -1.40 5.04  0.1069
H -2.68 -3.08 3.55  0.0696
H -1.04 -3.33 2.96  0.0697
H -2.23 -2.61 1.90  0.0505
H -0.98 -2.57 -1.89  0.0977
H -3.33 -2.12 -2.59  0.0965
H -3.79 -0.36 -4.26  0.0905
H -1.92 0.93 -5.24  0.0921
H 0.42 0.44 -4.53  0.1108
H 2.68 0.40 0.42  0.0270
H 3.04 1.87 -0.49  0.0843
H 2.86 0.34 -1.34  0.0560
H 1.49 2.82 -2.04  0.1190
H -0.06 4.16 -3.22  0.0714
H -1.58 4.44 -2.38  0.0750
H -1.51 3.28 -3.70  0.0694
H -2.67 2.06 -1.51  0.1167
H -3.45 0.33 -0.31  0.0763
H -2.59 0.14 1.23  0.0721
H -2.39 -1.07 -0.03  0.0444
H 1.71 1.08 2.45  0.0579
H 1.13 2.43 3.44  0.0745
H 0.47 2.15 1.82  0.0791
H -0.67 2.21 4.84  0.1140